Below is a 14-piece molecular cluster, ClH26O17 overall, with properties calculated with ωB97M-V with the def2-TZVPD basis set.

Output
charge: -1
HOMO energy: -6.73 eV
LUMO level: 2.29 eV
HOMO-LUMO gap: 9.02 eV
energy above the lowest of the compared OMol25 structures with the same formula, charge and spin: 38.3 kcal per mole
E: -47747.019 eV

Last columns: bonded neighbours and bond lengths (Å).
Element x y z (Å)
1 Cl 0.33 -0.14 -0.66  O2 1.527, O3 1.513, O4 1.494, O5 1.513
2 O 0.62 -1.60 -0.99  Cl1 1.527
3 O -0.93 0.24 -1.40  Cl1 1.513
4 O 0.04 0.05 0.80  Cl1 1.494
5 O 1.44 0.79 -1.10  Cl1 1.513
6 O 3.36 -1.61 -0.13  H7 0.907, H8 0.977
7 H 4.10 -1.27 -0.53  O6 0.907
8 H 2.61 -1.44 -0.75  O6 0.977
9 O -3.28 -0.37 -3.13  H10 0.939, H11 0.944
10 H -2.58 -0.84 -2.72  O9 0.939
11 H -2.90 0.32 -3.65  O9 0.944
12 O 0.14 -3.15 1.38  H13 0.963, H14 0.912
13 H 0.33 -2.42 0.78  O12 0.963
14 H 0.59 -3.86 1.02  O12 0.912
15 O -2.77 -1.56 0.03  H16 0.911, H17 0.942
16 H -2.47 -1.93 -0.75  O15 0.911
17 H -3.69 -1.44 -0.13  O15 0.942
18 O 2.36 1.34 2.48  H19 0.950, H20 0.957
19 H 1.51 1.64 2.16  O18 0.950
20 H 2.95 1.69 1.82  O18 0.957
21 O 0.12 2.90 -2.49  H22 0.951, H23 0.931
22 H -0.82 2.78 -2.47  O21 0.951
23 H 0.39 2.11 -2.07  O21 0.931
24 O -3.07 1.86 -0.61  H25 0.966, H26 0.958
25 H -2.52 2.52 -0.18  O24 0.966
26 H -2.39 1.28 -0.97  O24 0.958
27 O 3.67 1.88 0.01  H28 0.945, H29 0.932
28 H 3.02 1.51 -0.56  O27 0.945
29 H 3.84 2.74 -0.31  O27 0.932
30 O 2.54 -1.35 2.47  H31 0.939, H32 0.963
31 H 2.79 -1.59 1.60  O30 0.939
32 H 2.46 -0.40 2.35  O30 0.963
33 O -1.67 -2.84 -2.06  H34 0.956, H35 0.956
34 H -0.82 -2.54 -1.75  O33 0.956
35 H -1.76 -3.73 -1.72  O33 0.956
36 O -1.86 -1.72 2.71  H37 0.943, H38 0.959
37 H -2.24 -1.57 1.86  O36 0.943
38 H -1.42 -0.89 2.92  O36 0.959
39 O 1.04 3.13 0.54  H40 0.945, H41 0.982
40 H 1.90 3.26 0.18  O39 0.945
41 H 1.09 3.52 1.44  O39 0.982
42 O -2.25 0.95 1.83  H43 0.953, H44 0.942
43 H -1.40 0.54 1.81  O42 0.953
44 H -2.40 1.21 0.94  O42 0.942

Table of Mulliken atomic charges, one value per atom, all in e:
1. Cl 1.655
2. O -0.973
3. O -0.833
4. O -0.159
5. O -0.857
6. O -0.608
7. H 0.247
8. H 0.312
9. O -0.664
10. H 0.330
11. H 0.285
12. O -0.547
13. H 0.326
14. H 0.240
15. O -0.496
16. H 0.254
17. H 0.275
18. O -0.702
19. H 0.268
20. H 0.389
21. O -0.693
22. H 0.338
23. H 0.356
24. O -0.736
25. H 0.383
26. H 0.534
27. O -0.661
28. H 0.474
29. H 0.282
30. O -0.631
31. H 0.358
32. H 0.399
33. O -0.703
34. H 0.433
35. H 0.282
36. O -0.604
37. H 0.412
38. H 0.284
39. O -0.505
40. H 0.246
41. H 0.283
42. O -0.779
43. H 0.172
44. H 0.332